No. 1
{"formula": "C4H5NO", "method": "ωB97M-V/def2-TZVPD", "gap_ev": 10.9, "e_above_lowest_ev": 4.877, "homo_ha": -0.36550, "species": ["C", "C", "O", "C", "C", "N", "H", "H", "H", "H", "H"], "xyz": [[0.382, 1.378, -0.031], [-0.213, 0.099, 0.537], [-1.455, -0.246, -0.015], [-0.548, -1.293, -0.059], [0.130, -1.787, -1.401], [0.981, -1.165, -0.799], [-0.196, 2.202, 0.417], [1.432, 1.520, 0.244], [0.283, 1.458, -1.118], [-0.046, -0.042, 1.599], [-0.750, -2.125, 0.625]], "nbo_charge": [-0.639, 0.132, -0.444, 0.043, 0.108, -0.300, 0.228, 0.230, 0.234, 0.187, 0.219]}


No. 2
{"formula": "C10H13CoN2O5S", "method": "ωB97M-V/def2-TZVPD", "gap_ev": [7.2, 7.2], "homo_ha": [-0.31046, -0.31048], "species": ["Co", "N", "N", "C", "O", "O", "H", "H", "H", "O", "C", "O", "C", "C", "C", "C", "C", "C", "S", "H", "H", "H", "H", "C", "C", "O", "H", "H", "H", "H", "H", "H"], "xyz": [[0.670, 0.314, -1.010], [2.637, 0.491, -1.002], [2.905, 1.876, -0.883], [1.820, 2.643, -0.375], [2.026, 3.752, 0.042], [0.663, 2.046, -0.485], [2.980, -0.027, -0.194], [3.068, 0.125, -1.846], [3.793, 2.108, -0.464], [-3.275, 0.168, -0.826], [-2.136, 0.340, -0.455], [-1.116, 0.178, -1.274], [-1.845, 0.736, 0.969], [-2.846, 1.441, 1.629], [-2.689, 1.849, 2.941], [-1.517, 1.543, 3.619], [-0.511, 0.840, 2.979], [-0.669, 0.427, 1.658], [0.630, -0.554, 0.968], [-3.752, 1.658, 1.080], [-3.473, 2.409, 3.433], [-1.378, 1.862, 4.644], [0.411, 0.611, 3.497], [0.260, -3.753, -2.526], [0.695, -2.734, -1.502], [0.676, -1.401, -2.089], [0.303, -4.751, -2.089], [0.903, -3.732, -3.406], [-0.771, -3.574, -2.837], [1.723, -2.892, -1.179], [0.055, -2.733, -0.622], [-0.241, -1.265, -2.394]], "nbo_charge": [1.101, -0.620, -0.518, 0.865, -0.612, -0.695, 0.393, 0.391, 0.388, -0.602, 0.783, -0.756, -0.215, -0.144, -0.217, -0.187, -0.260, -0.039, -0.078, 0.239, 0.217, 0.216, 0.218, -0.641, -0.069, -0.733, 0.229, 0.217, 0.218, 0.181, 0.208, 0.523]}


No. 3
{"formula": "C48H48AgOP2Sb2", "method": "ωB97M-V/def2-TZVPD", "gap_ev": 8.3, "total_charge": 1, "homo_ha": -0.37840, "species": ["Ag", "C", "Sb", "C", "C", "C", "C", "C", "C", "C", "C", "C", "Sb", "C", "C", "H", "H", "H", "H", "H", "H", "H", "H", "H", "H", "H", "H", "H", "H", "H", "H", "H", "H", "H", "H", "O", "C", "C", "C", "C", "C", "C", "P", "C", "C", "C", "C", "C", "C", "C", "C", "C", "C", "C", "C", "C", "C", "C", "C", "C", "C", "P", "C", "C", "C", "C", "C", "C", "C", "C", "C", "C", "C", "C", "H", "H", "H", "H", "H", "H", "H", "H", "H", "H", "H", "H", "H", "H", "H", "H", "H", "H", "H", "H", "H", "H", "H", "H", "H", "H", "H", "H"], "xyz": [[-0.149, 0.327, -0.019], [1.520, 1.209, -4.509], [0.242, 0.386, -2.989], [-1.419, 1.710, -3.329], [-0.427, -1.259, -4.305], [-1.879, -1.177, -4.618], [-2.292, -0.472, -5.751], [-3.630, -0.255, -6.027], [-4.597, -0.769, -5.176], [-4.205, -1.511, -4.076], [-2.858, -1.720, -3.773], [-2.509, -2.525, -2.568], [-2.363, -1.421, -0.696], [-2.580, -3.221, 0.458], [-4.398, -0.739, -0.652], [0.904, 1.555, -5.338], [2.194, 0.426, -4.857], [2.115, 2.036, -4.132], [-1.948, 1.430, -4.236], [-1.040, 2.721, -3.430], [-2.110, 1.669, -2.486], [-0.140, -2.188, -3.816], [0.172, -1.156, -5.209], [-1.538, -0.081, -6.426], [-3.920, 0.312, -6.902], [-5.648, -0.600, -5.370], [-4.959, -1.962, -3.439], [-1.556, -3.042, -2.672], [-3.285, -3.267, -2.377], [-3.583, -3.628, 0.334], [-2.380, -3.043, 1.513], [-1.851, -3.939, 0.083], [-5.058, -1.603, -0.708], [-4.575, -0.097, -1.513], [-4.605, -0.181, 0.259], [1.926, 1.432, 3.138], [2.183, 2.751, 3.460], [3.424, 3.216, 3.878], [3.610, 4.554, 4.193], [2.566, 5.453, 4.087], [1.351, 5.006, 3.596], [1.143, 3.670, 3.253], [-0.469, 3.385, 2.426], [0.165, 3.114, 0.687], [1.406, 2.542, 0.344], [1.993, 2.799, -0.890], [1.366, 3.635, -1.800], [0.131, 4.185, -1.493], [-0.466, 3.919, -0.271], [-1.130, 1.823, 3.110], [-0.851, 1.445, 4.424], [-1.619, 0.487, 5.066], [-2.701, -0.090, 4.415], [-3.008, 0.294, 3.120], [-2.230, 1.246, 2.471], [2.797, 0.419, 3.460], [3.481, 0.369, 4.672], [4.414, -0.624, 4.907], [4.664, -1.592, 3.944], [3.903, -1.611, 2.792], [2.951, -0.622, 2.537], [1.774, -0.907, 1.156], [2.837, -1.320, -0.265], [4.127, -0.820, -0.408], [4.850, -1.078, -1.566], [4.293, -1.838, -2.582], [3.001, -2.334, -2.450], [2.272, -2.063, -1.305], [1.158, -2.530, 1.734], [1.658, -3.776, 1.368], [1.175, -4.921, 1.986], [0.206, -4.830, 2.976], [-0.306, -3.590, 3.331], [0.162, -2.448, 2.705], [4.266, 2.544, 3.938], [4.586, 4.882, 4.525], [2.698, 6.492, 4.357], [0.530, 5.699, 3.461], [1.989, 2.029, 1.088], [2.973, 2.386, -1.102], [1.861, 3.897, -2.726], [-0.349, 4.863, -2.187], [-1.400, 4.406, -0.014], [-0.042, 1.931, 4.956], [-1.388, 0.205, 6.085], [-3.318, -0.821, 4.923], [-3.886, -0.116, 2.636], [-2.553, 1.641, 1.510], [3.272, 1.101, 5.439], [4.947, -0.641, 5.848], [5.419, -2.348, 4.113], [4.035, -2.411, 2.075], [4.566, -0.230, 0.387], [5.854, -0.687, -1.671], [4.861, -2.045, -3.479], [2.570, -2.934, -3.242], [1.260, -2.442, -1.198], [2.423, -3.862, 0.607], [1.566, -5.890, 1.704], [-0.145, -5.724, 3.475], [-1.065, -3.515, 4.100], [-0.232, -1.473, 2.967]], "nbo_charge": [0.665, -0.976, 0.959, -0.996, -0.749, 0.044, -0.231, -0.207, -0.211, -0.200, -0.091, -0.722, 0.973, -0.973, -0.977, 0.231, 0.232, 0.227, 0.241, 0.233, 0.222, 0.220, 0.237, 0.211, 0.223, 0.223, 0.209, 0.229, 0.242, 0.234, 0.240, 0.235, 0.233, 0.244, 0.232, -0.510, 0.290, -0.286, -0.168, -0.243, -0.110, -0.415, 0.852, -0.370, -0.268, -0.163, -0.226, -0.203, -0.199, -0.249, -0.226, -0.200, -0.217, -0.205, -0.267, 0.392, -0.288, -0.168, -0.223, -0.165, -0.411, 0.770, -0.378, -0.148, -0.219, -0.198, -0.209, -0.213, -0.336, -0.224, -0.191, -0.214, -0.153, -0.236, 0.233, 0.225, 0.227, 0.222, 0.239, 0.218, 0.224, 0.227, 0.230, 0.220, 0.224, 0.223, 0.214, 0.215, 0.237, 0.229, 0.229, 0.226, 0.217, 0.226, 0.226, 0.222, 0.218, 0.226, 0.223, 0.225, 0.216, 0.228]}


No. 4
{"formula": "CH2O5PS", "method": "ωB97M-V/def2-TZVPD", "gap_ev": 8.7, "e_above_lowest_ev": 0.590, "total_charge": -1, "homo_ha": -0.18532, "species": ["C", "O", "O", "O", "O", "O", "P", "S", "H", "H"], "xyz": [[0.873, 2.250, -0.448], [1.546, 2.352, 0.499], [0.861, 2.288, -1.651], [-0.729, 1.833, 0.059], [-2.988, 2.002, -0.856], [-1.334, -0.315, -1.242], [-0.843, -1.204, -0.031], [-1.618, 1.701, -1.201], [0.317, -0.490, 0.476], [-1.441, -0.522, 1.096]], "nbo_charge": [1.011, -0.623, -0.691, -0.886, -0.918, -1.107, 0.653, 1.756, -0.097, -0.100]}


No. 5
{"formula": "C25H29N3O4S", "method": "ωB97M-V/def2-TZVPD", "gap_ev": 8.4, "e_above_lowest_ev": 1.632, "smiles": "COc1ccccc1CNC(=O)[C@H]1CC[C@H](CNS(=O)(=O)c2cccc3cccnc23)CC1", "homo_ha": -0.32455, "species": ["C", "H", "O", "C", "C", "C", "C", "C", "C", "C", "N", "C", "O", "C", "C", "C", "C", "C", "C", "H", "H", "H", "H", "C", "N", "S", "O", "O", "C", "C", "C", "C", "C", "C", "C", "C", "N", "C", "H", "H", "H", "H", "H", "H", "H", "H", "H", "H", "H", "H", "H", "H", "H", "H", "H", "H", "H", "H", "H", "H", "H", "H"], "xyz": [[3.824, -0.395, 4.100], [3.327, -0.319, 5.066], [2.837, -0.842, 3.202], [3.184, -1.047, 1.898], [4.449, -0.811, 1.375], [4.702, -1.037, 0.031], [3.700, -1.499, -0.800], [2.438, -1.737, -0.280], [2.161, -1.513, 1.056], [0.797, -1.784, 1.639], [-0.265, -1.700, 0.667], [-0.851, -2.800, 0.146], [-0.580, -3.921, 0.527], [-1.929, -2.572, -0.912], [-1.662, -1.434, -1.916], [-2.715, -0.328, -1.841], [-2.922, 0.137, -0.401], [-3.420, -1.026, 0.479], [-3.280, -2.387, -0.204], [-3.401, -3.179, 0.536], [-4.074, -2.509, -0.943], [-4.473, -0.874, 0.721], [-2.871, -1.031, 1.421], [-3.884, 1.333, -0.330], [-3.339, 2.569, -0.836], [-2.335, 3.417, 0.168], [-2.105, 4.695, -0.431], [-2.885, 3.361, 1.491], [-0.733, 2.586, 0.220], [-0.116, 2.431, 1.428], [1.195, 1.934, 1.501], [1.875, 1.621, 0.356], [1.256, 1.752, -0.904], [1.899, 1.426, -2.116], [1.226, 1.592, -3.295], [-0.099, 2.060, -3.253], [-0.733, 2.359, -2.152], [-0.080, 2.240, -0.980], [-0.666, 2.179, -4.168], [1.684, 1.360, -4.244], [2.910, 1.044, -2.087], [2.896, 1.271, 0.392], [1.665, 1.818, 2.466], [-0.660, 2.711, 2.317], [-2.944, 2.540, -1.765], [-4.804, 1.110, -0.879], [-4.136, 1.543, 0.711], [-1.961, 0.496, -0.016], [-3.663, -0.686, -2.244], [-2.391, 0.512, -2.458], [-0.673, -0.997, -1.751], [-1.655, -1.841, -2.929], [-1.981, -3.525, -1.449], [-0.482, -0.788, 0.302], [0.773, -2.805, 2.036], [0.606, -1.086, 2.458], [1.656, -2.116, -0.921], [3.899, -1.686, -1.844], [5.692, -0.851, -0.359], [5.249, -0.455, 2.005], [4.651, -1.106, 4.177], [4.214, 0.589, 3.817]], "nbo_charge": [-0.251, 0.204, -0.505, 0.286, -0.304, -0.206, -0.248, -0.210, 0.007, -0.272, -0.630, 0.693, -0.633, -0.322, -0.395, -0.416, -0.232, -0.414, -0.386, 0.229, 0.203, 0.211, 0.215, -0.219, -0.857, 2.312, -0.924, -0.951, -0.253, -0.189, -0.227, -0.152, -0.112, -0.115, -0.267, 0.076, -0.451, 0.134, 0.197, 0.226, 0.227, 0.229, 0.226, 0.250, 0.424, 0.200, 0.232, 0.189, 0.199, 0.216, 0.197, 0.219, 0.238, 0.399, 0.254, 0.219, 0.221, 0.215, 0.217, 0.221, 0.181, 0.174]}


No. 6
{"formula": "C4H12N2", "method": "ωB97M-V/def2-TZVPD", "gap_ev": 9.9, "e_above_lowest_ev": 0.946, "smiles": "CCNCCN", "homo_ha": -0.31984, "species": ["N", "C", "C", "N", "C", "C", "H", "H", "H", "H", "H", "H", "H", "H", "H", "H", "H", "H"], "xyz": [[1.438, 1.445, 2.228], [1.707, 0.581, 1.062], [0.706, 0.831, -0.057], [0.163, -0.465, -0.492], [-0.962, -0.382, -1.403], [-1.938, -1.527, -1.219], [0.508, 1.827, 2.335], [1.701, 0.947, 3.065], [2.715, 0.816, 0.715], [1.712, -0.465, 1.384], [1.167, 1.303, -0.928], [-0.124, 1.500, 0.231], [-0.069, -1.036, 0.312], [-0.517, -0.406, -2.412], [-1.541, 0.555, -1.325], [-2.741, -1.188, -0.555], [-2.425, -1.887, -2.126], [-1.499, -2.448, -0.814]], "nbo_charge": [-0.853, -0.219, -0.218, -0.617, -0.220, -0.623, 0.360, 0.356, 0.188, 0.174, 0.191, 0.157, 0.348, 0.181, 0.164, 0.204, 0.218, 0.209]}


No. 7
{"formula": "C29H33O2PPdSSi", "method": "ωB97M-V/def2-TZVPD", "gap_ev": 4.2, "e_above_lowest_ev": 0.000, "total_charge": -2, "homo_ha": 0.02008, "species": ["Pd", "C", "C", "C", "C", "C", "C", "P", "C", "C", "C", "C", "C", "C", "C", "C", "C", "C", "C", "C", "H", "H", "H", "H", "H", "H", "H", "H", "H", "H", "H", "H", "H", "H", "C", "C", "C", "C", "C", "C", "C", "S", "C", "O", "H", "H", "H", "H", "H", "H", "H", "H", "H", "H", "C", "Si", "C", "C", "O", "H", "H", "H", "H", "H", "H", "H", "H", "H"], "xyz": [[-1.271, 0.133, 0.265], [0.964, -0.650, -4.509], [1.962, -0.325, -3.599], [1.823, -0.674, -2.264], [0.698, -1.361, -1.809], [-0.302, -1.668, -2.728], [-0.170, -1.317, -4.065], [0.626, -1.795, -0.018], [1.818, -3.294, -0.182], [2.210, -3.952, -1.349], [3.082, -5.034, -1.318], [3.579, -5.499, -0.107], [3.196, -4.863, 1.068], [2.337, -3.774, 1.021], [-0.930, -2.729, 0.123], [-1.146, -4.099, 0.064], [-2.443, -4.588, 0.209], [-3.487, -3.683, 0.383], [-3.250, -2.312, 0.415], [-1.957, -1.770, 0.309], [1.058, -0.361, -5.550], [2.843, 0.217, -3.926], [2.595, -0.402, -1.551], [-1.198, -2.168, -2.379], [-0.967, -1.553, -4.761], [1.827, -3.613, -2.305], [3.368, -5.519, -2.245], [4.257, -6.345, -0.080], [3.571, -5.215, 2.023], [2.047, -3.281, 1.945], [-0.318, -4.785, -0.088], [-2.635, -5.656, 0.187], [-4.503, -4.056, 0.499], [-4.099, -1.644, 0.545], [1.777, 4.937, 2.268], [0.928, 3.706, 2.441], [-0.454, 3.801, 2.556], [-1.238, 2.667, 2.700], [-0.634, 1.420, 2.729], [0.742, 1.300, 2.615], [1.509, 2.442, 2.465], [-1.612, -0.066, 2.971], [-1.926, 0.365, 4.763], [-0.667, -1.205, 3.192], [1.157, 5.814, 2.072], [2.459, 4.828, 1.422], [2.380, 5.147, 3.157], [-0.927, 4.777, 2.500], [-2.318, 2.753, 2.740], [1.171, 0.305, 2.602], [2.584, 2.347, 2.341], [-0.968, 0.529, 5.257], [-2.428, -0.504, 5.190], [-2.562, 1.248, 4.856], [-2.532, 4.213, -1.126], [-0.942, 3.195, -1.371], [0.476, 4.467, -1.370], [-1.025, 2.529, -3.143], [-0.749, 2.097, -0.262], [-2.608, 5.045, -1.835], [-2.553, 4.620, -0.111], [-3.408, 3.572, -1.248], [0.458, 5.109, -2.258], [1.432, 3.936, -1.344], [0.425, 5.106, -0.485], [-1.118, 3.335, -3.882], [-1.882, 1.859, -3.249], [-0.133, 1.943, -3.376]], "nbo_charge": [0.020, -0.251, -0.230, -0.212, -0.305, -0.152, -0.230, 0.861, -0.301, -0.239, -0.220, -0.258, -0.253, -0.156, -0.456, -0.173, -0.312, -0.237, -0.297, -0.216, 0.189, 0.191, 0.208, 0.225, 0.191, 0.216, 0.188, 0.187, 0.190, 0.211, 0.188, 0.177, 0.174, 0.184, -0.639, 0.040, -0.230, -0.204, -0.226, -0.204, -0.227, 1.297, -0.846, -1.010, 0.201, 0.214, 0.193, 0.188, 0.207, 0.253, 0.188, 0.208, 0.205, 0.191, -1.139, 1.938, -1.139, -1.146, -1.324, 0.196, 0.213, 0.221, 0.199, 0.222, 0.208, 0.194, 0.228, 0.231]}


No. 8
{"formula": "C9H10NO6Sr", "method": "ωB97M-V/def2-TZVPD", "gap_ev": 5.1, "e_above_lowest_ev": 0.000, "total_charge": 1, "homo_ha": -0.35328, "species": ["O", "C", "Sr", "O", "C", "C", "O", "C", "O", "C", "O", "H", "C", "N", "C", "C", "C", "O", "H", "H", "H", "H", "H", "H", "H", "H", "H"], "xyz": [[-1.065, -4.474, -0.691], [-0.943, -3.398, -1.066], [-1.314, 1.360, 0.426], [1.644, -1.318, 0.246], [0.798, -0.527, 0.382], [1.119, 2.001, -0.220], [2.170, 2.292, -0.593], [-0.697, 0.977, -2.299], [-0.294, 1.836, -3.058], [0.276, -0.166, -1.861], [0.872, -0.954, -2.504], [-1.761, 0.864, -1.785], [-1.363, 1.041, 6.154], [-0.932, 0.745, 4.791], [0.251, -0.082, 4.565], [-1.590, 1.201, 3.735], [-2.773, 2.101, 3.825], [-1.133, 0.828, 2.606], [-0.638, 0.573, 6.827], [-2.371, 0.624, 6.325], [-1.378, 2.133, 6.306], [0.027, -1.014, 4.034], [1.037, 0.440, 4.005], [0.648, -0.335, 5.547], [-2.583, 3.021, 3.239], [-3.663, 1.584, 3.417], [-2.990, 2.398, 4.862]], "nbo_charge": [-0.487, 0.492, 1.826, -0.486, 0.240, 0.332, -0.411, 0.171, -0.505, 0.260, -0.476, 0.005, -0.420, -0.351, -0.416, 0.701, -0.719, -0.869, 0.237, 0.221, 0.219, 0.233, 0.229, 0.221, 0.239, 0.257, 0.258]}